*1*
Below is C3H7NS in the gas phase, with properties calculated with ωB97M-V/def2-TZVPD.

The geometry in XYZ format:
```
12
Properties=species:S:1:pos:R:3:nbo_charge:R:1
C -1.390 -0.724 -0.032 -0.40
N 0.032 -0.984 -0.032 -0.56
C 1.084 -0.175 0.046 0.15
C 0.677 1.294 -0.022 -0.70
S 2.668 -0.679 -0.020 -0.20
H -1.437 0.279 0.047 0.20
H -2.038 -1.099 0.797 0.20
H -1.850 -1.092 -0.886 0.20
H 0.375 -1.948 0.125 0.41
H -0.377 1.497 -0.189 0.20
H 0.914 1.766 0.866 0.24
H 1.341 1.866 -0.700 0.25
```

Properties
Charge: 0
Orbital gap (eV): 9.009
SMILES string: CNC(C)=S



*2*
Below is C3H7NS in the gas phase, with properties calculated with ωB97M-V/def2-TZVPD.

The geometry in XYZ format:
```
12
Properties=species:S:1:pos:R:3:nbo_charge:R:1
C 0.939 -0.866 0.862 -0.47
N 0.408 0.521 0.867 -0.60
C -0.209 0.929 -0.366 0.13
C -1.090 -0.084 -1.009 -0.72
S -0.071 2.622 -0.324 -0.11
H 1.898 -1.138 1.383 0.23
H 1.049 -1.179 -0.332 0.20
H 0.240 -1.529 1.607 0.20
H 1.073 1.143 1.171 0.39
H -2.003 -0.257 -0.483 0.26
H -1.439 0.855 -1.888 0.25
H -0.795 -1.018 -1.491 0.26
```

Properties
Charge: 0
Orbital gap (eV): 8.459
SMILES string: CNC(C)=S



*3*
Below is 2 unconnected molecules or ions with the total composition C3H7NS, with properties calculated with ωB97M-V/def2-TZVPD.

The geometry in XYZ format:
```
12
Properties=species:S:1:pos:R:3:nbo_charge:R:1
C -0.131 0.152 1.872 -0.38
C 0.664 0.556 0.890 -0.06
N 0.464 0.230 -0.466 -0.42
C 1.320 0.720 -1.262 -0.03
H -1.011 -0.456 1.697 0.19
H -0.051 0.493 2.894 0.21
H 1.473 1.252 1.118 0.17
H 1.121 0.710 -2.331 0.18
H 2.201 1.269 -0.915 0.14
S -2.309 -1.209 -1.470 -0.29
H -2.103 -2.523 -1.723 0.14
H -1.637 -1.194 -0.303 0.15
```

Properties
Charge: 0
Orbital gap (eV): 9.771
SMILES string: C=CN=C.S



Result of the stability comparison: *2* is the least stable of them.



*1*
Below is a molecular structure, C34H60AsGeN5O6S2Si3Sn, with properties calculated with ωB97M-V/def2-TZVPD.

The geometry in XYZ format:
```
113
Properties=species:S:1:pos:R:3:lowdin_spin:R:1
Sn -0.580 0.619 0.243 0.27
O -1.921 0.588 2.835 0.05
As -1.039 -0.612 3.946 0.00
O 0.299 -2.373 4.276 0.00
O 0.491 0.053 2.974 0.02
C -2.372 -1.955 3.347 0.00
C -2.981 -2.514 4.471 0.00
C -4.135 -3.276 4.364 0.00
C -4.724 -3.476 3.129 0.00
C -4.123 -2.966 1.992 0.00
C -2.959 -2.212 2.099 0.00
S -2.166 -1.836 0.566 0.01
O -0.718 -1.620 0.859 0.02
O -2.398 -2.985 -0.268 0.00
O -2.667 -0.570 0.000 0.02
H -1.747 1.502 3.098 0.00
H -2.526 -2.358 5.443 0.00
H -4.576 -3.706 5.254 0.00
H -5.642 -4.042 3.046 0.00
H -4.536 -3.153 1.010 0.00
C 4.025 -0.835 -0.151 0.00
C 4.857 -0.430 0.879 0.00
C 4.330 0.360 1.882 0.00
C 2.988 0.731 1.829 0.00
N 2.205 0.392 0.796 0.00
C 2.716 -0.388 -0.154 0.02
C 2.399 1.483 2.957 0.00
C 3.096 2.553 3.512 0.00
C 2.608 3.245 4.607 0.00
C 1.418 2.838 5.186 0.00
C 0.706 1.774 4.659 0.00
C 1.171 1.081 3.537 0.00
H 4.387 -1.480 -0.938 0.00
H 5.897 -0.728 0.902 0.00
H 4.941 0.681 2.715 0.00
H 2.040 -0.653 -0.960 0.02
H 4.038 2.855 3.068 0.00
H 3.152 4.089 5.011 0.00
H 1.043 3.347 6.064 0.00
H -0.200 1.445 5.152 0.00
C 1.367 3.429 -3.127 0.00
Si 1.815 1.617 -3.408 0.04
C 3.494 1.267 -2.644 0.00
C 1.916 1.361 -5.269 0.02
Ge 0.073 0.154 -2.545 0.31
Si 0.350 -2.018 -3.661 0.04
C -0.541 -3.458 -2.866 0.00
C -0.291 -1.770 -5.412 0.02
C 2.183 -2.451 -3.762 0.00
Si -2.085 0.973 -3.355 0.04
C -1.869 1.592 -5.122 0.02
C -3.351 -0.410 -3.326 0.00
C -2.698 2.429 -2.325 0.00
H 1.754 4.046 -3.942 0.00
H 1.796 3.799 -2.196 0.00
H 0.284 3.571 -3.086 0.00
H 4.259 1.897 -3.105 0.00
H 3.789 0.224 -2.782 0.00
H 3.485 1.471 -1.569 0.00
H 2.703 1.989 -5.694 0.00
H 0.973 1.634 -5.749 0.00
H 2.136 0.323 -5.530 0.00
H -1.607 -3.423 -3.106 0.00
H -0.480 -3.424 -1.777 0.00
H -0.142 -4.411 -3.222 0.00
H -1.367 -1.586 -5.404 0.00
H -0.105 -2.664 -6.012 0.00
H 0.192 -0.923 -5.905 0.00
H 2.569 -2.785 -2.797 0.00
H 2.789 -1.606 -4.096 0.00
H 2.322 -3.269 -4.474 0.00
H -1.384 0.840 -5.748 0.00
H -1.265 2.502 -5.157 0.00
H -2.846 1.815 -5.559 0.00
H -3.168 -1.133 -4.124 0.00
H -4.362 -0.014 -3.449 0.00
H -3.308 -0.939 -2.372 0.00
H -1.977 3.250 -2.330 0.00
H -2.879 2.115 -1.291 0.00
H -3.639 2.814 -2.723 0.00
C 2.366 -5.480 1.566 0.00
N 1.002 -5.391 2.018 0.00
C 0.015 -6.453 1.808 0.00
C -1.259 -5.839 2.405 0.00
N -0.708 -4.772 3.246 0.00
C 0.539 -4.472 2.863 0.00
S 1.388 -3.118 3.448 0.00
H 2.404 -6.087 0.664 0.00
H 3.016 -5.931 2.321 0.00
H 2.726 -4.484 1.335 0.00
H 0.316 -7.361 2.337 0.00
H -0.085 -6.669 0.746 0.00
H -1.823 -6.545 3.008 0.00
H -1.900 -5.421 1.626 0.00
H -1.277 -4.052 3.668 0.00
C -2.564 4.907 0.896 0.00
C -1.039 4.919 0.826 0.00
C -0.452 5.177 2.204 0.00
C -0.571 5.984 -0.171 0.00
N -0.660 3.553 0.373 0.05
N 0.734 3.275 0.227 0.00
H -2.927 5.829 1.351 0.00
H -2.909 4.062 1.494 0.00
H -2.999 4.824 -0.103 0.00
H -0.810 6.137 2.580 0.00
H 0.638 5.217 2.179 0.00
H -0.760 4.394 2.897 0.00
H -1.045 6.941 0.049 0.00
H -0.843 5.699 -1.192 0.00
H 0.510 6.137 -0.133 0.00
H -1.052 3.440 -0.559 0.00
H 1.158 3.299 1.147 0.00
H 1.189 3.989 -0.336 0.00
```

Properties
Charge: +1
Orbital gap (alpha / beta) (eV): 7.890 / 5.902
Multiplicity: 2



*2*
Below is a molecular structure, C34H60AsGeN5O6S2Si3Sn, with properties calculated with ωB97M-V/def2-TZVPD.

The geometry in XYZ format:
```
113
Properties=species:S:1:pos:R:3:lowdin_spin:R:1
Sn 0.844 -0.277 -0.212 0.22
O 1.317 2.199 3.640 0.00
As -0.307 1.748 4.192 0.00
O -3.035 0.180 4.511 0.00
O -1.104 1.646 2.604 0.02
C 0.130 -0.062 4.905 0.00
C 0.010 -0.029 6.293 0.00
C 0.240 -1.146 7.085 0.00
C 0.602 -2.339 6.498 0.00
C 0.750 -2.409 5.122 0.00
C 0.512 -1.290 4.332 0.00
S 0.766 -1.567 2.605 0.01
O 1.440 -2.827 2.487 0.00
O -0.555 -1.541 1.952 0.02
O 1.542 -0.412 2.067 0.03
H 1.678 1.482 3.092 0.00
H -0.271 0.903 6.774 0.00
H 0.143 -1.075 8.161 0.00
H 0.784 -3.217 7.103 0.00
H 1.059 -3.329 4.646 0.00
C 1.515 4.258 0.485 0.00
C 2.834 4.428 0.097 0.00
C 3.562 3.341 -0.359 0.00
C 2.950 2.096 -0.434 0.00
N 1.664 1.955 -0.078 0.03
C 0.971 2.993 0.386 0.00
C 3.650 0.841 -0.820 0.01
C 4.959 0.865 -1.302 0.00
C 5.635 -0.319 -1.549 0.00
C 5.016 -1.532 -1.280 0.00
C 3.701 -1.553 -0.830 0.01
C 2.985 -0.378 -0.629 0.06
H 0.928 5.075 0.878 0.00
H 3.304 5.400 0.169 0.00
H 4.600 3.461 -0.628 0.00
H -0.041 2.780 0.706 0.00
H 5.467 1.804 -1.479 0.00
H 6.652 -0.293 -1.919 0.00
H 5.559 -2.459 -1.414 0.00
H 3.236 -2.504 -0.605 0.00
C -2.527 2.902 -1.479 0.02
Si -2.591 1.062 -1.110 0.13
C -2.119 0.213 -2.707 -0.01
C -4.370 0.551 -0.786 0.05
Ge -2.523 1.003 1.695 0.14
Si -3.546 3.238 1.863 0.03
C -3.607 3.424 3.726 0.01
C -2.614 4.722 1.177 0.00
C -5.321 3.253 1.244 0.01
Si -3.796 -1.007 2.218 0.02
C -3.323 -1.154 4.051 0.00
C -3.388 -2.545 1.251 0.00
C -5.644 -0.704 2.149 0.01
H -2.715 3.036 -2.550 0.00
H -1.573 3.371 -1.237 0.00
H -3.305 3.441 -0.944 0.00
H -2.787 0.656 -3.456 0.00
H -2.281 -0.861 -2.677 0.00
H -1.088 0.380 -3.017 0.00
H -4.985 0.965 -1.594 0.01
H -4.774 0.916 0.154 0.00
H -4.475 -0.535 -0.815 0.00
H -2.620 3.629 4.143 0.00
H -4.002 2.534 4.219 0.00
H -4.261 4.267 3.967 0.00
H -1.613 4.503 0.812 0.00
H -2.522 5.452 1.985 0.00
H -3.167 5.195 0.364 0.00
H -5.895 2.438 1.689 0.00
H -5.402 3.170 0.159 0.00
H -5.804 4.190 1.536 0.00
H -2.867 0.153 5.460 0.00
H -2.467 -1.820 4.199 0.00
H -4.169 -1.559 4.618 0.00
H -2.334 -2.803 1.314 0.00
H -3.648 -2.442 0.195 0.00
H -3.990 -3.364 1.655 0.00
H -5.935 0.288 2.500 0.00
H -6.117 -1.434 2.812 0.00
H -6.054 -0.848 1.150 0.00
C 1.979 -5.978 -0.536 0.00
N 2.108 -5.054 -1.641 0.00
C 2.783 -5.417 -2.884 0.00
C 2.782 -4.093 -3.662 0.00
N 1.792 -3.310 -2.928 0.00
C 1.524 -3.854 -1.730 0.01
S 0.588 -3.164 -0.498 0.09
H 2.921 -6.510 -0.410 0.00
H 1.183 -6.704 -0.717 0.00
H 1.754 -5.419 0.370 0.00
H 2.233 -6.206 -3.404 0.00
H 3.788 -5.780 -2.673 0.00
H 2.484 -4.228 -4.700 0.00
H 3.760 -3.606 -3.637 0.00
H 1.646 -2.320 -3.112 0.00
C 2.647 1.699 -4.811 0.00
C 2.202 0.235 -4.870 0.00
C 3.358 -0.633 -5.352 0.00
C 0.996 0.070 -5.786 0.00
N 1.859 -0.293 -3.526 0.00
N 0.918 0.480 -2.780 0.03
H 3.065 2.004 -5.771 0.00
H 3.421 1.837 -4.051 0.00
H 1.818 2.378 -4.598 0.00
H 3.652 -0.352 -6.362 0.00
H 3.071 -1.687 -5.363 0.00
H 4.230 -0.519 -4.701 0.00
H 1.256 0.348 -6.808 0.00
H 0.164 0.710 -5.483 0.00
H 0.654 -0.967 -5.787 0.00
H 2.707 -0.303 -2.964 0.00
H 0.012 0.397 -3.230 0.00
H 1.168 1.470 -2.778 0.00
```

Properties
Charge: +1
Orbital gap (alpha / beta) (eV): 7.129 / 4.868
Multiplicity: 2



Result of the stability comparison: *2* is the least stable of them.